# 1
{
  "formula": "C9H19NO6PS2",
  "method": "ωB97M-V with the def2-TZVPD basis set",
  "charge": 1,
  "species": ["N", "C", "O", "P", "O", "H", "H", "H", "C", "C", "C", "S", "O", "O", "C", "H", "H", "H", "H", "H", "H", "H", "H", "C", "C", "C", "S", "O", "O", "C", "H", "H", "H", "H", "H", "H", "H", "H"],
  "xyz": [[3.118, 0.314, -0.366], [3.947, -0.475, -0.357], [4.913, -1.391, -0.419], [5.949, -1.255, -1.626], [5.198, -1.387, -2.974], [6.860, -2.280, -1.395], [6.546, -0.001, -1.538], [5.488, -2.030, -3.642], [-0.093, 0.955, -2.133], [-1.373, 1.080, -1.291], [-2.515, 1.424, -2.251], [-2.070, 0.708, -3.840], [-1.857, 1.769, -4.791], [-2.935, -0.396, -4.160], [-0.464, 0.090, -3.331], [0.726, 0.521, -1.561], [0.221, 1.945, -2.473], [-1.588, 0.133, -0.792], [-1.282, 1.836, -0.514], [-3.471, 1.004, -1.948], [-2.616, 2.496, -2.407], [0.209, 0.172, -4.182], [-0.594, -0.956, -3.051], [-2.037, -1.425, 3.795], [-0.532, -1.146, 3.677], [-0.363, 0.054, 2.739], [-1.867, 1.037, 2.914], [-2.569, 1.022, 1.655], [-1.565, 2.286, 3.558], [-2.694, -0.074, 4.048], [-2.257, -2.127, 4.598], [-2.415, -1.853, 2.864], [-0.128, -0.904, 4.662], [0.009, -2.015, 3.304], [0.481, 0.691, 2.992], [-0.305, -0.243, 1.693], [-3.761, -0.042, 3.837], [-2.499, 0.293, 5.055]],
  "forces_ev_per_a": [[-0.1, 0.2, 0.1], [0.3, -0.4, 0.0], [-0.1, 0.3, -0.2], [-0.2, -0.1, -0.1], [0.4, 0.1, 0.3], [0.0, 0.0, 0.0], [-0.1, 0.1, 0.0], [-0.2, -0.1, -0.1], [-0.1, 0.0, 0.0], [0.1, 0.0, -0.1], [0.0, 0.0, 0.2], [0.0, 0.0, 0.0], [0.0, 0.0, 0.0], [0.0, 0.0, 0.0], [0.1, 0.0, 0.1], [0.0, 0.0, 0.0], [0.0, 0.0, 0.0], [0.0, 0.0, 0.0], [0.0, 0.0, 0.0], [0.0, 0.0, 0.0], [0.0, 0.0, -0.1], [0.0, 0.0, 0.0], [0.0, 0.0, 0.0], [0.0, 0.0, 0.0], [0.0, 0.0, 0.0], [0.1, -0.1, 0.1], [0.0, 0.0, 0.1], [0.0, 0.0, 0.0], [0.0, 0.0, 0.0], [0.0, -0.1, 0.1], [0.0, 0.0, 0.0], [0.0, 0.0, 0.0], [0.0, 0.0, 0.0], [0.0, 0.0, 0.0], [0.0, 0.0, 0.0], [0.0, 0.0, 0.0], [0.0, 0.0, 0.0], [0.0, 0.0, 0.0]],
  "lowdin_charge": [0.252, -0.313, -0.117, 0.976, -0.097, 0.089, 0.095, 0.141, -0.227, -0.226, -0.206, 0.660, -0.318, -0.320, -0.240, 0.074, 0.121, 0.108, 0.106, 0.107, 0.108, 0.101, 0.103, -0.218, -0.215, -0.222, 0.662, -0.324, -0.313, -0.225, 0.117, 0.120, 0.118, 0.110, 0.100, 0.091, 0.111, 0.111]
}

***

# 2
{
  "formula": "C16H24N2O4PdSe2",
  "method": "ωB97M-V with the def2-TZVPD basis set",
  "e_above_lowest_kj_mol": 31.30,
  "charge": -2,
  "species": ["Pd", "O", "C", "C", "C", "O", "C", "Se", "C", "Se", "H", "H", "H", "H", "H", "H", "H", "H", "H", "H", "O", "C", "C", "C", "N", "C", "C", "C", "O", "C", "C", "C", "C", "N", "C", "H", "H", "H", "H", "H", "H", "H", "H", "H", "H", "H", "H", "H", "H"],
  "xyz": [[-0.779, 0.881, 0.030], [-0.388, 4.823, 4.827], [0.598, 3.959, 4.263], [0.183, 3.286, 2.944], [-0.064, 4.373, 1.901], [-1.204, 5.192, 2.244], [1.395, 2.420, 2.537], [1.594, 1.803, 0.667], [-1.083, 2.426, 3.217], [-2.481, 2.317, 1.823], [-0.880, 5.171, 4.057], [0.821, 3.189, 5.009], [1.525, 4.519, 4.080], [-0.214, 3.915, 0.927], [0.806, 5.033, 1.840], [-1.954, 4.589, 2.040], [1.394, 1.539, 3.185], [2.313, 2.973, 2.759], [-1.569, 2.802, 4.115], [-0.756, 1.406, 3.431], [-1.354, 3.070, -2.014], [-1.132, 2.112, -1.427], [-0.606, -1.552, -4.178], [0.502, -1.787, -3.165], [0.568, -3.181, -2.708], [1.043, -4.132, -3.700], [-0.038, -5.105, -4.149], [0.793, -3.508, -1.369], [1.437, -4.512, -1.082], [0.230, -2.593, -0.363], [0.924, -2.320, 0.857], [0.412, -1.398, 1.696], [-0.850, -0.751, 1.402], [-1.592, -1.146, 0.306], [-0.981, -1.981, -0.559], [-0.620, -0.503, -4.482], [-1.580, -1.790, -3.746], [-0.472, -2.162, -5.077], [0.361, -1.136, -2.307], [1.469, -1.518, -3.609], [1.880, -4.687, -3.277], [1.419, -3.561, -4.553], [-0.402, -5.673, -3.291], [0.352, -5.814, -4.888], [-0.888, -4.579, -4.588], [1.878, -2.796, 1.045], [0.957, -1.081, 2.577], [-1.429, -0.348, 2.224], [-1.540, -2.181, -1.469]],
  "forces_ev_per_a": [[0.1, 0.4, -0.2], [0.1, 0.0, -0.1], [-0.2, 0.0, 0.1], [0.0, -0.2, -0.1], [-0.1, 0.2, 0.1], [0.2, -0.1, -0.1], [0.0, -0.1, 0.0], [-0.1, 0.0, 0.1], [0.1, 0.0, -0.1], [0.0, 0.0, 0.0], [0.0, 0.0, 0.0], [0.0, 0.0, 0.0], [0.0, 0.1, 0.0], [0.0, 0.0, 0.0], [0.0, 0.0, 0.0], [-0.1, 0.0, 0.0], [0.0, 0.0, 0.0], [0.0, 0.0, 0.0], [0.0, 0.0, 0.0], [0.0, 0.0, 0.0], [0.0, 0.0, -0.1], [0.0, -0.1, 0.1], [-0.1, 0.0, 0.0], [0.0, -0.1, 0.1], [0.0, 0.1, 0.0], [0.1, 0.1, 0.0], [-0.1, -0.1, 0.0], [0.0, 0.3, -0.1], [0.0, -0.2, 0.1], [0.1, -0.2, 0.0], [0.1, -0.1, -0.3], [-0.2, 0.3, 0.1], [0.2, -0.5, -0.1], [-0.1, -0.2, 0.2], [-0.1, 0.4, 0.0], [0.0, 0.0, 0.0], [0.0, 0.0, 0.0], [0.0, 0.0, 0.0], [0.0, 0.0, 0.0], [0.0, 0.0, 0.0], [0.0, 0.0, 0.0], [0.0, 0.0, 0.0], [0.0, 0.0, 0.0], [0.0, 0.0, 0.0], [0.0, 0.0, 0.0], [0.0, 0.0, 0.0], [0.0, 0.0, 0.0], [0.0, 0.1, 0.0], [-0.1, 0.0, 0.0]],
  "lowdin_charge": [0.290, -0.100, -0.244, -0.572, -0.267, -0.160, -0.595, 0.401, -0.554, 0.446, 0.053, 0.119, 0.107, 0.045, 0.124, -0.032, 0.036, 0.031, 0.036, 0.029, 0.006, -0.326, -0.087, -0.222, -0.070, -0.239, -0.086, -0.409, 0.022, -0.178, -0.062, -0.126, -0.362, -0.042, -0.163, 0.072, 0.069, 0.056, 0.092, 0.118, 0.105, 0.108, 0.073, 0.062, 0.059, 0.104, 0.089, 0.044, 0.103]
}

***

# 3
{
  "formula": "C32H22I2PPt",
  "method": "ωB97M-V with the def2-TZVPD basis set",
  "e_above_lowest_kj_mol": 18.90,
  "charge": 3,
  "species": ["Pt", "I", "C", "C", "C", "C", "C", "C", "C", "C", "C", "C", "H", "H", "H", "H", "H", "H", "I", "C", "C", "C", "C", "C", "C", "C", "C", "C", "P", "C", "C", "C", "C", "C", "C", "C", "C", "C", "C", "C", "C", "C", "H", "H", "H", "H", "H", "H", "H", "H", "H", "H", "H", "H", "H", "H", "H", "H"],
  "xyz": [[0.290, 0.457, -1.920], [0.040, 2.984, -2.460], [1.682, 3.481, -1.294], [2.049, 4.768, -1.017], [3.255, 4.966, -0.314], [4.037, 3.898, 0.051], [3.654, 2.569, -0.251], [4.442, 1.444, 0.100], [4.056, 0.166, -0.229], [2.850, -0.048, -0.923], [2.033, 1.025, -1.184], [2.429, 2.359, -0.931], [1.456, 5.618, -1.329], [3.566, 5.975, -0.079], [4.966, 4.067, 0.581], [5.380, 1.604, 0.617], [4.685, -0.677, 0.019], [2.577, -1.054, -1.233], [-0.352, -1.851, -3.053], [0.043, -3.214, -1.500], [0.453, -4.416, -2.035], [0.745, -5.503, -1.204], [0.625, -5.336, 0.145], [0.225, -4.098, 0.700], [0.144, -4.017, 2.112], [-0.221, -2.865, 2.742], [-0.498, -1.737, 1.968], [-0.461, -1.755, 0.572], [-1.055, -0.231, -0.115], [-2.657, -0.348, -0.850], [-3.194, 0.755, -1.530], [-4.438, 0.647, -2.124], [-5.141, -0.552, -2.042], [-4.608, -1.644, -1.367], [-3.358, -1.556, -0.775], [-0.945, 1.113, 1.031], [-2.114, 1.798, 1.393], [-2.040, 2.812, 2.334], [-0.820, 3.140, 2.910], [0.342, 2.457, 2.554], [0.289, 1.451, 1.611], [-0.092, -2.967, -0.118], [0.553, -4.535, -3.106], [1.058, -6.444, -1.634], [0.841, -6.154, 0.819], [0.383, -4.904, 2.686], [-0.298, -2.812, 3.819], [-0.783, -0.832, 2.482], [-2.660, 1.699, -1.565], [-4.867, 1.494, -2.641], [-6.117, -0.632, -2.503], [-5.171, -2.565, -1.295], [-2.950, -2.407, -0.245], [-3.072, 1.518, 0.980], [-2.940, 3.334, 2.631], [-0.772, 3.928, 3.651], [1.284, 2.711, 3.021], [1.191, 0.915, 1.336]],
  "forces_ev_per_a": [[-0.4, 0.0, -0.1], [-0.1, 0.0, 0.0], [0.0, 0.0, 0.0], [0.1, 0.0, 0.0], [0.0, -0.1, 0.0], [0.0, 0.1, 0.0], [0.1, 0.0, 0.0], [0.0, 0.0, 0.0], [0.0, 0.1, 0.0], [0.1, -0.1, 0.0], [0.1, -0.1, -0.1], [0.1, 0.0, 0.1], [0.0, 0.0, 0.0], [0.0, 0.0, 0.0], [0.0, 0.0, 0.0], [0.0, 0.0, 0.0], [0.0, 0.0, 0.0], [0.0, 0.0, 0.0], [0.2, 0.2, 0.2], [0.0, -0.1, -0.3], [0.0, 0.0, 0.1], [0.0, 0.1, 0.0], [0.0, 0.0, 0.0], [0.0, 0.0, 0.1], [0.0, 0.0, 0.0], [0.0, 0.1, 0.0], [0.0, 0.0, 0.0], [0.0, -0.1, 0.0], [0.0, 0.1, 0.0], [0.1, -0.1, 0.0], [-0.1, 0.0, 0.0], [0.1, 0.0, 0.0], [0.0, 0.0, 0.0], [0.0, 0.0, 0.0], [-0.1, 0.1, -0.1], [0.0, 0.1, 0.0], [0.1, 0.0, 0.0], [0.0, 0.0, 0.0], [0.0, 0.0, 0.0], [0.0, 0.0, 0.0], [0.0, 0.0, 0.0], [0.0, 0.0, 0.2], [0.0, 0.0, 0.0], [0.0, 0.0, 0.0], [0.0, 0.0, 0.0], [0.0, 0.0, 0.0], [0.0, 0.0, 0.0], [0.0, 0.0, 0.0], [0.0, 0.0, 0.0], [0.0, 0.0, 0.0], [0.0, 0.0, 0.0], [0.0, 0.0, 0.0], [0.0, 0.0, 0.0], [0.0, 0.0, 0.0], [0.0, 0.0, 0.0], [0.0, 0.0, 0.0], [0.0, 0.0, 0.0], [0.0, 0.0, 0.0]],
  "lowdin_charge": [0.505, 1.347, -0.578, -0.063, -0.005, 0.040, -0.134, 0.050, -0.013, -0.069, -0.332, -0.284, 0.128, 0.135, 0.141, 0.144, 0.132, 0.110, 1.284, -0.551, -0.129, -0.009, 0.030, -0.128, 0.047, -0.004, -0.033, -0.281, 0.963, -0.426, -0.116, -0.023, -0.001, -0.017, -0.065, -0.373, -0.044, -0.019, -0.005, -0.028, -0.091, -0.193, 0.102, 0.137, 0.141, 0.143, 0.136, 0.113, 0.064, 0.130, 0.134, 0.131, 0.118, 0.114, 0.131, 0.132, 0.126, 0.108]
}

***

# 4
{
  "formula": "C5H14NO2",
  "method": "ωB97M-V with the def2-TZVPD basis set",
  "e_above_lowest_kj_mol": 364.95,
  "charge": 1,
  "species": ["C", "C", "C", "C", "C", "O", "N", "H", "H", "H", "H", "H", "H", "H", "H", "H", "H", "H", "H", "H", "H", "O"],
  "xyz": [[-0.591, 1.396, 1.749], [0.167, 0.291, 1.027], [0.428, 0.757, -0.462], [0.875, -0.323, -1.498], [2.065, -0.124, -0.775], [2.482, -0.985, 0.140], [-0.507, -0.974, 0.943], [-0.033, 2.336, 1.798], [-1.528, 1.612, 1.232], [-0.787, 1.100, 2.775], [1.126, 0.143, 1.521], [-0.585, 1.030, -0.797], [0.863, 1.762, -0.469], [0.356, -1.271, -1.403], [0.785, -0.009, -2.534], [2.819, 0.572, -1.132], [-1.411, -0.897, 0.498], [3.156, -1.581, -0.236], [-0.632, -1.413, 1.851], [-3.274, -0.455, -1.707], [-3.076, -1.919, -1.335], [-2.699, -1.048, -1.185]],
  "forces_ev_per_a": [[0.2, 0.3, -0.1], [0.1, 0.3, -0.5], [-1.3, 1.2, 2.3], [0.2, -0.8, -1.0], [0.9, -1.9, -2.1], [-0.4, 0.3, 0.3], [0.1, -0.5, 0.3], [0.1, -0.1, -0.1], [-0.2, -0.1, 0.1], [-0.2, -0.1, 0.0], [-0.1, 0.0, 0.2], [0.1, -0.5, -0.4], [0.5, -0.2, -0.3], [0.0, 0.1, 0.7], [0.3, 0.7, 0.2], [-0.3, 0.7, 0.3], [-0.2, 0.1, -0.1], [0.0, 0.2, 0.2], [0.1, 0.1, -0.2], [0.3, -0.4, 0.4], [0.0, -0.2, 0.0], [-0.3, 0.6, -0.5]],
  "lowdin_charge": [-0.043, -0.440, -0.107, -0.045, -0.116, 0.106, 0.064, 0.089, 0.087, 0.089, 0.130, 0.169, 0.152, 0.138, 0.152, 0.179, 0.049, 0.179, 0.104, 0.066, 0.054, -0.056]
}

***

Largest force on an atom / hartree/bohr: 0.010, 0.011, 0.008, 0.058
E / eV: -54365.6805, -162325.2967, -62250.3657, -10988.0218